Record 1
91
Properties=species:S:1:pos:R:3:lowdin_charge:R:1 method="wB97M-V/def2-TZVPD" total_energy_ha=-6140.0211 de_lowest_kcal_mol=9.2 homo_ev=-10.4 homo_lumo_gap_ha=0.2665 total_charge=+1 molar_mass_g_mol=905.428
Lu 0.458 0.345 1.580 1.710
Br 1.659 5.481 -3.799 0.756
C 1.695 4.381 -2.267 -0.709
C 2.925 3.913 -1.775 -0.108
C 2.968 3.068 -0.694 -0.011
C 1.784 2.634 -0.064 -0.359
O 1.830 1.757 0.894 -0.229
C 0.563 3.196 -0.498 -0.147
C -0.646 3.086 0.267 -0.085
N -0.835 2.357 1.322 0.000
C -1.977 2.631 2.128 -0.194
C -2.684 3.803 2.106 -0.003
C -3.786 4.007 2.967 -0.050
C -4.138 3.059 3.879 -0.020
C -3.385 1.863 3.973 -0.143
C -3.637 0.871 4.949 0.013
C -2.834 -0.227 5.023 -0.017
C -1.781 -0.356 4.097 -0.119
N -1.535 0.528 3.161 0.031
C -2.311 1.647 3.093 -0.159
C 0.538 4.056 -1.618 -0.089
H 3.842 4.216 -2.262 0.113
H 3.908 2.693 -0.311 0.127
H -1.451 3.746 -0.060 0.123
H -2.387 4.610 1.451 0.112
H -4.331 4.940 2.911 0.115
H -4.968 3.216 4.556 0.121
H -4.460 1.008 5.641 0.127
H -2.985 -0.996 5.768 0.116
H -1.123 -1.217 4.137 0.106
H -0.408 4.471 -1.948 0.114
B 1.890 -1.920 2.709 -0.418
N 1.775 -0.945 3.921 -0.095
C 1.945 -1.153 5.231 -0.066
C 1.683 0.033 5.900 -0.045
C 1.350 0.935 4.893 -0.135
N 1.407 0.342 3.702 -0.088
N 0.490 -2.555 2.419 -0.088
C 0.019 -3.773 2.725 -0.068
C -1.306 -3.841 2.326 -0.048
C -1.565 -2.584 1.777 -0.168
N -0.481 -1.818 1.831 -0.109
H 2.690 -2.788 2.924 0.088
H 2.204 -1.228 1.745 0.058
H 2.256 -2.117 5.597 0.130
H 1.750 0.220 6.957 0.100
H 1.082 1.978 4.967 0.116
H 0.654 -4.502 3.200 0.128
H -1.978 -4.676 2.416 0.100
H -2.480 -2.203 1.347 0.116
O 0.724 -0.651 -0.407 -0.408
P 0.411 -0.740 -1.883 0.564
N -0.172 -2.247 -2.140 -0.172
C -0.024 -3.376 -1.204 -0.174
C 0.711 -4.435 -2.022 -0.156
C 0.241 -4.207 -3.470 -0.150
C -0.392 -2.796 -3.490 -0.173
N 1.648 -0.517 -2.921 -0.175
C 2.157 0.844 -3.250 -0.168
C 3.672 0.708 -3.153 -0.160
C 3.914 -0.746 -3.546 -0.157
C 2.779 -1.482 -2.846 -0.166
N -0.659 0.444 -2.303 -0.173
C -0.954 0.754 -3.728 -0.168
C -2.455 0.448 -3.936 -0.145
C -2.937 -0.142 -2.604 -0.160
C -1.955 0.442 -1.598 -0.197
H -1.012 -3.734 -0.904 0.117
H 0.505 -3.061 -0.310 0.094
H 0.490 -5.443 -1.671 0.112
H 1.788 -4.287 -1.934 0.102
H -0.493 -4.954 -3.771 0.108
H 1.069 -4.275 -4.174 0.103
H -1.463 -2.857 -3.697 0.107
H 0.054 -2.145 -4.240 0.104
H 1.752 1.587 -2.566 0.083
H 1.850 1.119 -4.261 0.119
H 4.002 0.885 -2.127 0.107
H 4.186 1.416 -3.803 0.119
H 4.889 -1.123 -3.243 0.118
H 3.825 -0.862 -4.628 0.119
H 3.041 -1.688 -1.804 0.122
H 2.518 -2.422 -3.330 0.103
H -0.313 0.172 -4.386 0.096
H -0.738 1.807 -3.913 0.113
H -2.615 -0.235 -4.769 0.109
H -2.993 1.368 -4.165 0.109
H -2.845 -1.229 -2.604 0.097
H -3.972 0.112 -2.378 0.114
H -1.901 -0.121 -0.664 0.099
H -2.227 1.475 -1.353 0.112



Record 2
69
Properties=species:S:1:pos:R:3:lowdin_charge:R:1 method="wB97M-V/def2-TZVPD" total_energy_ha=-4327.7723 s2=12.61 multiplicity=7 homo_ev="-3.2 / -3.2" homo_lumo_gap_ha="0.1742 / 0.1744" total_charge=-1 molar_mass_g_mol=792.836
Tb -8.412 6.797 15.899 1.254
C -6.285 11.185 16.178 -0.020
C -6.480 9.813 16.042 -0.133
N -7.520 9.131 16.563 0.037
C -8.371 9.806 17.408 -0.097
C -8.217 11.244 17.579 -0.185
C -7.234 11.920 16.987 -0.025
C -9.018 11.872 18.591 -0.024
C -10.103 11.222 19.159 -0.020
C -10.269 9.798 18.985 -0.123
C -11.167 8.989 19.785 -0.005
C -11.253 7.665 19.568 -0.035
C -10.375 7.061 18.647 -0.120
N -9.517 7.731 17.912 -0.002
C -9.356 9.082 18.181 -0.127
H -5.463 11.699 15.669 0.106
H -5.821 9.193 15.432 0.053
H -7.125 13.010 17.083 0.124
H -8.909 12.964 18.808 0.121
H -10.893 11.755 19.686 0.107
H -11.841 9.521 20.480 0.122
H -12.008 7.081 20.047 0.105
H -10.369 6.025 18.469 0.066
S -5.526 6.568 15.522 0.009
S -4.918 6.229 17.406 -0.167
S -6.498 5.900 18.647 -0.216
S -7.912 4.708 17.803 -0.064
C -7.196 12.517 12.878 -0.070
C -7.802 11.617 11.838 -0.574
C -9.299 11.634 11.937 -0.058
C -7.299 12.253 10.457 -0.047
C -7.267 10.189 11.921 -0.133
C -6.041 9.844 11.281 -0.060
C -5.552 8.560 11.252 -0.075
C -6.230 7.549 11.999 -0.460
S -5.789 5.890 12.232 1.077
C -7.084 5.772 13.383 -0.653
N -7.813 6.881 13.576 -0.076
C -7.387 7.910 12.708 -0.280
C -7.940 9.190 12.744 0.064
C -7.499 4.452 13.916 -0.336
C -7.098 3.274 13.301 -0.095
C -7.769 2.085 13.517 -0.122
C -8.861 2.045 14.396 -0.112
C -9.262 3.243 15.027 -0.159
C -8.548 4.452 14.847 -0.253
H -7.589 13.600 12.768 0.112
H -6.086 12.586 12.880 0.099
H -7.592 12.183 13.814 0.054
H -9.614 12.655 11.896 0.069
H -9.527 11.176 12.973 0.104
H -9.868 11.044 11.195 0.102
H -7.679 13.259 10.342 0.074
H -7.627 11.597 9.693 0.071
H -6.225 12.312 10.459 0.053
H -5.511 10.640 10.764 0.091
H -4.685 8.310 10.604 0.114
H -8.857 9.434 13.239 0.088
H -6.233 3.223 12.651 0.081
H -7.393 1.111 13.119 0.100
H -9.344 1.106 14.695 0.090
H -10.199 3.145 15.604 0.084
C -12.237 7.582 13.722 -0.015
C -11.482 7.857 15.047 -0.622
O -12.037 8.183 16.130 -0.025
O -10.185 7.695 14.931 -0.275
H -11.528 7.086 13.014 0.085
H -12.600 8.550 13.343 0.069
H -13.175 6.998 13.852 0.076



Record 3
157
Properties=species:S:1:pos:R:3:lowdin_charge:R:1 method="wB97M-V/def2-TZVPD" total_energy_ha=-6332.7946 s2=0.76 de_lowest_kcal_mol=6.6 multiplicity=2 homo_ev="-10.0 / -10.0" homo_lumo_gap_ha="0.2575 / 0.0901" total_charge=+1 molar_mass_g_mol=1084.564
O -0.923 6.868 -0.843 -0.330
P -0.654 6.575 0.604 0.650
N -2.064 6.799 1.541 -0.316
C -2.486 5.925 2.593 -0.128
C -3.142 7.568 0.949 -0.105
N 0.337 7.706 1.472 -0.315
C 0.678 7.511 2.870 -0.108
C 0.676 9.004 0.876 -0.112
N 0.110 5.015 0.750 -0.275
C -0.707 3.719 1.015 -0.075
C 1.342 4.757 0.046 -0.107
H -2.843 6.490 3.454 0.100
H -1.630 5.310 2.874 0.055
H -3.139 5.150 2.192 0.071
H -3.938 6.870 0.691 0.068
H -2.934 8.163 0.060 0.081
H -3.531 8.202 1.746 0.089
H 0.764 8.504 3.311 0.085
H -0.093 7.038 3.479 0.064
H 1.600 6.938 2.964 0.078
H 1.361 9.589 1.490 0.079
H 1.266 8.810 -0.020 0.071
H -0.156 9.687 0.700 0.078
H -0.835 3.472 2.069 0.063
H -1.712 3.722 0.593 0.061
H -0.227 2.785 0.724 0.053
H 0.867 4.416 -0.874 0.037
H 2.003 4.056 0.555 0.081
H 1.875 5.671 -0.216 0.088
O 2.932 -6.612 -1.097 -0.297
P 4.213 -6.803 -1.787 0.550
N 4.468 -5.542 -2.940 -0.281
C 5.521 -4.463 -2.799 -0.089
C 3.372 -5.320 -3.941 -0.113
N 4.413 -8.301 -2.647 -0.305
C 5.290 -8.546 -3.813 -0.102
C 3.603 -9.402 -2.006 -0.083
N 5.574 -6.671 -0.778 -0.306
C 5.499 -5.540 0.247 -0.104
C 6.866 -7.303 -0.994 -0.101
H 5.270 -3.774 -1.993 0.059
H 5.398 -3.879 -3.710 0.065
H 6.555 -4.801 -2.717 0.069
H 3.377 -6.159 -4.637 0.065
H 3.491 -4.399 -4.512 0.066
H 2.378 -5.303 -3.493 0.060
H 5.466 -7.627 -4.373 0.072
H 6.235 -8.982 -3.493 0.064
H 4.791 -9.376 -4.315 0.074
H 4.227 -9.864 -1.242 0.077
H 2.757 -8.899 -1.536 0.056
H 3.202 -9.998 -2.827 0.079
H 4.664 -4.854 0.099 0.057
H 5.036 -5.963 1.139 0.068
H 6.459 -5.134 0.564 0.078
H 6.774 -8.380 -0.848 0.078
H 7.492 -6.807 -0.253 0.079
H 7.129 -7.065 -2.025 0.065
O 0.695 0.696 -0.899 -0.289
P -0.106 -0.492 -1.143 0.562
N -0.261 -1.743 0.077 -0.269
C 0.658 -1.643 1.249 -0.090
C -0.753 -3.068 -0.282 -0.143
N 0.521 -1.301 -2.502 -0.269
C 1.438 -2.467 -2.381 -0.091
C -0.054 -1.106 -3.898 -0.107
N -1.737 -0.139 -1.450 -0.286
C -2.680 -1.086 -1.965 -0.116
C -2.218 1.035 -0.685 -0.101
H 0.571 -0.702 1.793 0.069
H 1.678 -1.548 0.875 0.061
H 0.575 -2.537 1.867 0.077
H -1.591 -3.404 0.329 0.074
H -0.107 -3.890 0.026 0.085
H -1.018 -3.181 -1.333 0.069
H 2.214 -2.212 -1.659 0.081
H 0.846 -3.342 -2.112 0.062
H 2.066 -2.673 -3.249 0.071
H -0.580 -1.976 -4.290 0.077
H -0.774 -0.288 -3.935 0.055
H 0.637 -0.744 -4.660 0.071
H -3.518 -0.510 -2.358 0.073
H -2.222 -1.677 -2.758 0.063
H -3.165 -1.843 -1.350 0.074
H -1.402 1.404 -0.065 0.027
H -3.006 0.978 0.067 0.085
H -2.508 1.796 -1.409 0.071
C 5.489 -0.774 3.910 -0.247
S 4.061 -1.817 4.556 0.890
O 2.694 -1.164 4.213 -0.610
C 4.223 -3.172 3.258 -0.225
H 6.368 -1.416 3.976 0.039
H 5.617 0.078 4.578 0.035
H 5.505 -0.461 2.867 0.044
H 3.748 -2.853 2.330 0.044
H 3.799 -4.112 3.610 0.043
H 5.299 -3.333 3.200 0.035
C 1.791 3.174 4.309 -0.242
S 3.452 3.011 3.565 0.832
O 4.517 2.606 4.652 -0.575
C 3.077 1.608 2.480 -0.272
H 1.762 4.089 4.902 0.051
H 1.582 2.264 4.870 0.060
H 1.185 3.252 3.406 0.017
H 4.016 1.204 2.101 0.042
H 2.445 1.787 1.609 0.039
H 2.723 0.827 3.152 0.016
C 0.059 -3.138 5.251 -0.267
S 1.075 -3.657 6.691 0.870
O 2.456 -4.024 6.191 -0.592
C 1.381 -1.954 7.299 -0.263
H -0.655 -2.318 5.326 0.054
H -0.478 -4.028 4.923 0.036
H 0.745 -2.923 4.431 0.020
H 1.425 -2.050 8.384 0.033
H 0.596 -1.242 7.045 0.045
H 2.342 -1.460 7.157 0.046
C -6.323 0.278 -3.342 -0.273
S -7.389 1.287 -4.395 0.876
O -7.089 2.777 -4.069 -0.610
C -6.425 1.038 -5.925 -0.276
H -6.851 -0.388 -2.660 0.044
H -5.677 0.890 -2.713 0.042
H -5.784 -0.435 -3.966 0.045
H -6.796 1.735 -6.677 0.050
H -6.711 0.021 -6.191 0.043
H -5.336 1.086 -5.941 0.058
C -5.042 -2.205 1.478 -0.271
S -6.481 -2.268 0.367 0.817
O -6.333 -3.440 -0.621 -0.590
C -7.827 -2.817 1.494 -0.242
H -4.764 -1.208 1.822 0.043
H -4.119 -2.465 0.959 0.026
H -4.989 -2.785 2.399 0.054
H -8.761 -2.787 0.933 0.051
H -7.871 -2.085 2.301 0.047
H -7.517 -3.781 1.897 0.056
C -7.666 3.925 0.413 -0.253
S -5.949 3.571 0.824 0.814
O -5.863 2.028 0.953 -0.600
C -5.062 4.035 -0.677 -0.260
H -8.424 3.633 1.140 0.065
H -7.897 3.640 -0.613 0.059
H -7.620 5.013 0.446 0.041
H -5.446 4.969 -1.087 0.057
H -5.372 3.306 -1.427 0.038
H -3.983 4.079 -0.526 0.028
C -0.092 6.241 -4.043 -0.184
S -0.318 4.580 -4.683 1.105
O 0.643 4.208 -5.852 -0.282
C 0.032 3.594 -3.146 -0.167
H 0.680 6.214 -3.274 0.073
H -0.964 6.585 -3.487 0.072
H 0.202 6.780 -4.944 0.078
H -0.554 3.957 -2.302 0.059
H 1.074 3.773 -2.880 0.073
H -0.148 2.522 -3.064 0.064



Record 4
21
Properties=species:S:1:pos:R:3:lowdin_charge:R:1 method="wB97M-V/def2-TZVPD" total_energy_ha=-399.7691 de_lowest_kcal_mol=70.2 homo_ev=-12.4 homo_lumo_gap_ha=0.3434 total_charge=+1 molar_mass_g_mol=126.183
C -2.629 -1.108 0.392 -0.024
C -1.366 -0.767 0.704 -0.077
C -3.295 0.047 -0.265 -0.151
C 1.140 1.762 0.382 0.069
C 2.482 -0.117 -0.464 -0.237
C -1.127 0.600 0.282 -0.051
N -2.232 1.031 -0.258 0.008
N 1.997 0.805 0.567 -0.012
N 2.282 -1.447 0.030 0.040
H -3.124 -2.046 0.566 0.117
H -0.631 -1.377 1.193 0.089
H -3.611 -0.178 -1.287 0.145
H -4.171 0.402 0.286 0.146
H 0.931 2.097 -0.620 0.095
H 0.810 2.357 1.214 0.099
H 1.923 0.093 -1.381 0.131
H 3.541 0.112 -0.640 0.135
H -2.363 1.958 -0.635 0.150
H 2.207 0.491 1.511 0.162
H 1.616 -1.993 -0.493 0.081
H 3.128 -1.979 0.175 0.086